No. 1
The following is a DFT calculation (wB97M-V/def2-TZVPD) of an isolated molecule of C2H4NP.

Cartesian coordinates (Å):
C1 -0.982 -0.350 -0.071
C2 0.089 0.750 -0.272
P1 1.880 0.033 0.200
N1 3.293 -0.280 -0.160
H1 -2.136 0.129 -0.294
H2 -1.220 -0.640 0.986
H3 -0.788 -1.132 -0.808
H4 -0.137 1.490 0.419

Summary:
Structure (SMILES)   CC=P#N
E   -474.52047 hartree
HOMO energy (spin up / spin down)   -9.0 / -9.0 eV
Energy relative to the best compared isomer or geometry (same formula, charge and spin)   402.3 kJ/mol
Gap between HOMO and LUMO (spin up / spin down)   0.2794 / 0.2795 Ha
E_LUMO (spin up / spin down)   -1.421 / -1.424 eV

No. 2
The following is a DFT calculation (wB97M-V/def2-TZVPD) of a cluster of 12 separate species, C70H175N11O24 in total.

Cartesian coordinates (Å):
C1 16.862 16.563 16.292
O1 18.195 16.156 16.424
C2 18.679 16.661 17.693
C3 20.129 16.343 17.966
N1 20.408 14.966 18.342
C4 21.658 14.520 17.698
C5 21.823 13.028 17.975
O2 20.673 12.325 17.680
C6 20.552 11.109 18.398
H1 16.857 17.711 16.219
H2 16.302 16.254 17.143
H3 16.438 16.126 15.398
H4 18.039 16.057 18.476
H5 18.448 17.717 17.716
H6 20.554 17.027 18.757
H7 20.634 16.673 17.077
H8 19.665 14.300 18.264
H9 22.514 15.147 18.024
H10 21.397 14.633 16.584
H11 22.140 12.863 19.026
H12 22.586 12.575 17.397
H13 20.320 10.268 17.656
H14 19.803 11.069 19.179
H15 21.496 10.858 18.967
C7 22.751 18.329 15.201
O3 21.357 18.426 15.018
C8 20.819 17.483 14.157
C9 19.381 17.883 13.785
N2 18.607 16.820 13.239
C10 17.311 17.182 12.691
C11 17.390 18.136 11.439
O4 17.727 19.432 11.907
C12 17.872 20.379 10.838
H16 23.054 17.172 15.166
H17 22.905 18.659 16.251
H18 23.309 18.916 14.496
H19 20.786 16.470 14.591
H20 21.439 17.418 13.220
H21 19.382 18.661 13.036
H22 18.989 18.203 14.773
H23 18.496 15.975 13.785
H24 16.641 17.738 13.329
H25 16.725 16.342 12.454
H26 16.448 18.100 10.868
H27 18.161 17.704 10.802
H28 17.051 20.348 10.084
H29 18.885 20.307 10.410
H30 17.791 21.366 11.269
C13 15.661 18.297 20.092
O5 14.602 18.863 19.279
C14 14.008 19.997 19.868
C15 14.895 21.126 20.287
N3 14.111 22.258 20.806
C16 13.319 22.842 19.722
C17 12.762 24.243 20.144
O6 12.335 25.016 19.023
C18 13.401 25.751 18.416
H31 16.595 18.835 19.960
H32 15.824 17.244 19.741
H33 15.427 18.157 21.172
H34 13.420 19.744 20.749
H35 13.276 20.324 19.159
H36 15.463 21.584 19.489
H37 15.561 20.765 21.051
H38 13.477 22.080 21.594
H39 12.478 22.237 19.339
H40 13.954 22.923 18.898
H41 13.458 24.814 20.777
H42 11.848 24.141 20.713
H43 13.042 26.082 17.463
H44 14.282 25.158 18.142
H45 13.669 26.650 18.958
C19 14.237 21.890 15.785
O7 15.318 21.828 16.715
C20 16.018 20.570 16.778
C21 16.890 20.353 15.533
N4 17.796 21.476 15.328
C22 18.264 21.576 13.977
C23 19.169 22.725 13.690
O8 18.500 23.999 13.944
C24 19.414 25.072 13.839
H46 13.843 20.889 15.485
H47 14.601 22.289 14.828
H48 13.520 22.507 16.297
H49 15.224 19.772 16.828
H50 16.706 20.590 17.641
H51 16.347 20.246 14.578
H52 17.499 19.394 15.468
H53 17.320 22.349 15.665
H54 17.354 21.603 13.326
H55 18.811 20.641 13.837
H56 19.413 22.768 12.584
H57 20.137 22.646 14.234
H58 18.974 26.034 13.709
H59 20.038 24.906 12.994
H60 20.112 25.055 14.720
C25 15.734 26.333 9.522
O9 15.417 25.589 10.701
C26 15.741 26.152 11.917
C27 15.495 25.208 13.147
N5 16.049 25.865 14.276
C28 16.023 25.186 15.527
C29 17.129 25.737 16.478
O10 16.788 27.049 16.772
C30 17.889 27.889 17.263
H61 15.194 25.836 8.664
H62 16.807 26.414 9.269
H63 15.299 27.322 9.718
H64 15.240 27.110 12.131
H65 16.857 26.371 11.864
H66 16.085 24.309 12.949
H67 14.447 24.955 13.138
H68 15.749 26.782 14.344
H69 16.175 24.127 15.456
H70 15.100 25.436 16.058
H71 18.101 25.750 15.965
H72 17.265 25.139 17.386
H73 17.552 28.893 17.521
H74 18.615 28.008 16.439
H75 18.270 27.373 18.166
C31 22.765 23.605 15.350
O11 23.578 22.418 15.367
C32 24.841 22.553 14.747
C33 25.792 21.454 15.332
N6 25.935 21.341 16.775
C34 26.383 22.563 17.400
C35 26.595 22.441 18.854
O12 25.412 22.274 19.627
C36 25.530 22.191 20.985
H76 23.535 24.376 15.573
H77 22.164 23.539 16.271
H78 22.208 23.801 14.365
H79 25.252 23.522 14.837
H80 24.851 22.285 13.714
H81 26.733 21.477 14.769
H82 25.236 20.541 15.040
H83 25.067 21.085 17.222
H84 25.721 23.419 17.258
H85 27.422 22.804 16.981
H86 27.197 23.306 19.174
H87 27.318 21.658 19.158
H88 25.959 23.145 21.364
H89 26.166 21.350 21.258
H90 24.459 22.007 21.343
C37 19.749 23.302 24.897
O13 20.541 22.726 23.871
C38 21.088 21.476 24.278
C39 22.433 21.668 25.038
N7 22.979 20.383 25.446
C40 23.932 20.470 26.533
C41 24.429 19.086 26.860
O14 25.184 18.634 25.809
C42 25.428 17.190 25.845
H91 20.271 23.304 25.861
H92 18.905 22.736 24.976
H93 19.476 24.362 24.627
H94 21.220 20.914 23.402
H95 20.408 20.895 24.909
H96 22.145 22.140 25.939
H97 23.132 22.348 24.544
H98 23.496 20.092 24.650
H99 23.535 21.009 27.418
H100 24.786 21.041 26.184
H101 23.573 18.482 27.008
H102 24.969 19.143 27.812
H103 26.386 17.105 25.321
H104 24.646 16.652 25.351
H105 25.575 16.755 26.844
C43 22.604 19.008 20.850
O15 22.703 18.726 22.262
C44 22.046 17.492 22.538
C45 20.566 17.555 22.341
N8 20.063 16.171 22.599
C46 18.690 16.179 23.100
C47 18.714 16.013 24.662
O16 18.986 17.184 25.361
C48 19.461 16.886 26.633
H106 21.621 19.372 20.702
H107 22.696 18.076 20.176
H108 23.319 19.734 20.569
H109 22.282 17.324 23.590
H110 22.468 16.773 21.859
H111 20.248 17.843 21.334
H112 20.238 18.288 23.035
H113 20.002 15.746 21.654
H114 18.140 15.305 22.806
H115 18.085 17.050 22.847
H116 19.482 15.324 24.895
H117 17.773 15.664 24.969
H118 19.754 17.773 27.196
H119 20.355 16.186 26.571
H120 18.745 16.359 27.300
C49 26.409 26.473 17.994
O17 27.515 25.575 17.914
C50 28.642 26.157 17.216
C51 29.861 25.380 17.350
N9 29.723 24.051 16.876
C52 30.833 23.120 17.215
C53 30.861 21.839 16.362
O18 29.873 21.025 17.015
C54 29.560 19.769 16.447
H121 26.668 27.473 18.326
H122 25.853 26.059 18.841
H123 25.822 26.453 17.075
H124 28.745 27.232 17.503
H125 28.413 26.118 16.166
H126 30.181 25.603 18.449
H127 30.640 25.905 16.798
H128 28.894 23.719 17.318
H129 30.884 22.864 18.293
H130 31.649 23.741 16.938
H131 31.873 21.412 16.377
H132 30.447 22.109 15.380
H133 28.488 19.584 16.664
H134 30.222 19.004 16.771
H135 29.741 19.837 15.360
C55 16.449 24.540 22.396
O19 16.230 23.920 23.631
C56 15.067 24.354 24.391
C57 14.741 23.378 25.487
N10 13.827 22.374 25.020
C58 14.258 21.377 24.046
C59 15.117 20.305 24.711
O20 15.390 19.272 23.765
C60 15.628 17.983 24.359
H136 17.355 24.053 21.951
H137 16.748 25.619 22.471
H138 15.608 24.394 21.690
H139 14.221 24.365 23.765
H140 15.285 25.314 24.834
H141 14.312 23.963 26.290
H142 15.690 22.989 25.851
H143 13.255 21.994 25.756
H144 14.773 21.833 23.163
H145 13.415 20.838 23.652
H146 14.412 19.959 25.517
H147 15.975 20.675 25.187
H148 14.841 17.819 25.140
H149 16.558 17.906 24.835
H150 15.523 17.301 23.552
C61 22.605 24.630 19.383
O21 22.341 25.661 20.314
C62 21.052 26.119 20.451
C63 20.991 26.988 21.696
N11 21.294 26.183 22.882
C64 22.153 26.733 23.908
C65 22.151 25.890 25.098
O22 23.232 26.256 25.941
C66 23.384 25.636 27.191
H151 21.897 23.831 19.481
H152 23.656 24.302 19.476
H153 22.502 25.054 18.364
H154 20.226 25.323 20.677
H155 20.625 26.647 19.584
H156 20.064 27.592 21.737
H157 21.821 27.725 21.556
H158 21.747 25.347 22.564
H159 21.737 27.707 24.160
H160 23.141 26.975 23.490
H161 22.230 24.839 24.824
H162 21.232 25.877 25.655
H163 24.152 26.228 27.563
H164 23.624 24.556 27.119
H165 22.488 25.833 27.836
C67 21.230 21.319 17.514
O23 20.859 22.628 17.967
C68 19.479 22.926 18.072
C69 18.940 22.629 19.460
O24 18.860 21.183 19.585
C70 18.622 20.782 20.894
H166 22.302 21.278 17.644
H167 20.883 21.287 16.495
H168 20.652 20.552 18.003
H169 18.913 22.403 17.306
H170 19.399 23.942 17.774
H171 18.037 23.123 19.718
H172 19.690 22.883 20.175
H173 18.815 19.711 21.057
H174 17.578 20.987 21.200
H175 19.260 21.364 21.576

Summary:
Structure (SMILES)   COCCNCCOC.COCCNCCOC.COCCNCCOC.COCCNCCOC.COCCNCCOC.COCCNCCOC.COCCNCCOC.COCCNCCOC.COCCNCCOC.COCCNCCOC.COCCNCCOC.COCCOC
E   -5179.35476 hartree
HOMO energy   -8.3 eV
Gap between HOMO and LUMO   0.3290 Ha
E_LUMO   0.690 eV

Results for max |F|: 3.47; 3.75 (in eV Å⁻¹, following the order of the records).